# 1
Molecular formula: C12H21Cl8N2
Method: DFT, ωB97M-V with the def2-TZVPD basis set

total charge: +1
total energy: -115935.2675 eV
Kohn-Sham gap: 8.96 eV
HOMO level: -12.6 eV
max |F|: 7.6 eV/A

The geometry in XYZ format:
```
43
Properties=species:S:1:pos:R:3:lowdin_charge:R:1
H 1.336 -1.931 3.261 0.102
Cl 0.573 0.850 -1.512 0.590
Cl 1.196 -2.890 -0.038 0.563
H 1.113 0.682 -3.788 0.047
H 0.816 -4.803 -5.238 0.078
H -3.345 -0.460 3.190 0.115
H -0.937 -3.879 -3.810 0.077
C -2.313 4.201 3.466 -0.660
Cl -2.682 3.696 5.133 0.550
Cl 3.019 3.203 -1.865 0.551
N -1.130 -1.033 2.667 0.147
Cl 0.059 -1.877 -3.104 0.536
C -3.231 3.545 2.453 -0.594
H 1.366 -0.510 0.389 0.050
H -1.265 3.970 3.266 0.069
C -0.564 -1.062 1.344 -0.177
C 1.860 -1.440 2.360 -0.660
C -2.531 -0.628 2.392 -0.177
H -2.435 5.285 3.429 0.078
Cl 3.430 -2.368 1.976 0.546
C 1.051 -3.930 -4.624 -0.657
N -1.407 -0.758 0.219 0.112
H 3.298 0.951 -2.515 0.075
Cl -2.936 1.790 2.312 0.708
H 3.472 0.155 2.612 0.076
H -1.209 -0.733 -0.794 0.069
C 1.256 1.465 -3.040 -0.618
H 1.802 0.824 2.129 0.084
C -2.717 -0.480 0.846 -0.071
H -4.282 3.692 2.710 0.077
H 3.138 2.042 -3.897 0.082
H 0.674 2.337 -3.344 0.079
H 1.574 -4.274 -3.730 0.069
C 2.731 1.794 -2.915 -0.650
H -0.697 -1.233 3.582 0.171
H 2.110 0.263 3.911 0.092
H -3.059 3.975 1.464 0.079
C -0.226 -3.192 -4.274 -0.630
C 0.973 -1.406 1.012 -0.625
H -3.695 -0.206 0.296 0.141
Cl 2.172 -2.921 -5.569 0.549
C 2.340 0.056 2.800 -0.120
H -0.697 -2.761 -5.159 0.075
```

***

# 2
Molecular formula: C29H51BrClIN2O9P2
Method: DFT, ωB97M-V with the def2-TZVPD basis set

total energy: -161537.7148 eV
SMILES: CC[C@@H](Br)c1ccc(I)c2nc(CCCCCCCCOC)c(C[C@H](C)Cl)nc12.COP(=O)(OC)OC.COP(=O)(OC)OC
Kohn-Sham gap: 5.36 eV
HOMO level: -8.3 eV
max |F|: 10.0 eV/A

The geometry in XYZ format:
```
96
Properties=species:S:1:pos:R:3:lowdin_charge:R:1
H 0.747 -10.334 4.527 0.078
H 1.027 3.449 -4.209 0.071
C -2.419 -3.045 2.664 -0.137
C 2.813 -6.431 0.590 -0.113
C 0.681 2.912 -3.322 -0.144
C 0.483 -9.219 4.438 -0.282
H 1.997 -7.697 5.162 0.103
H -2.572 -4.063 5.396 0.089
H -0.859 -1.640 1.640 0.104
C 1.681 -5.380 0.575 -0.577
H 0.034 0.083 4.131 0.106
H -4.817 -6.974 2.987 0.087
H 1.546 2.595 -2.737 0.072
H -0.959 3.766 3.167 0.108
H -1.966 -5.729 5.907 0.117
C -3.777 -5.854 4.608 -0.642
C -2.389 -5.123 5.012 -0.168
H 1.765 2.040 -0.216 0.099
C -0.087 -8.807 5.915 -0.143
C -1.961 -1.680 1.936 -0.188
H -1.657 7.355 -1.606 0.089
C 1.319 8.814 -6.961 -0.149
H 4.985 6.051 -7.006 0.083
C 0.184 3.574 3.138 -0.182
P -1.545 4.334 -3.314 0.721
H 3.506 2.710 0.141 0.100
H -1.859 6.043 -5.567 0.073
H 0.116 2.361 5.064 0.112
H -3.287 -0.029 2.770 0.110
H 4.579 6.498 -5.322 0.080
O 2.632 5.922 -8.414 -0.273
C -2.123 6.734 -2.374 -0.118
H -1.991 -0.653 4.014 0.102
O 3.267 5.175 -6.227 -0.270
H 5.228 4.883 -5.688 0.091
C -2.202 -0.394 2.915 -0.206
H 3.587 -6.444 -0.267 0.092
H 1.116 8.771 -5.887 0.083
C -1.265 0.874 2.494 -0.212
H 0.069 2.761 0.976 0.111
O 2.057 3.094 1.604 -0.242
C 0.533 2.256 3.989 -0.214
H 0.627 9.516 -7.427 0.089
O 1.131 7.528 -7.546 -0.238
H -3.968 -6.800 5.248 0.109
H 2.048 3.922 -8.175 0.086
C 0.662 -6.241 2.887 -0.110
H 0.109 2.029 -3.622 0.085
C -3.861 -6.325 3.077 -0.141
H -0.312 -9.057 3.625 0.108
C -1.266 -4.192 2.650 -0.114
H -2.953 6.187 -1.926 0.087
C 1.828 -8.356 4.224 -0.644
C -2.632 5.269 -5.539 -0.143
N -0.286 -6.218 3.973 0.127
H -2.995 -7.031 2.772 0.094
H -3.544 5.666 -5.990 0.087
H 2.098 3.913 -0.379 0.098
H -2.502 7.386 -3.164 0.083
H -4.010 -5.463 2.330 0.070
I 1.614 -4.011 -1.128 0.718
H -1.880 1.807 2.797 0.104
O -2.436 3.737 -2.233 -0.277
H 2.343 9.157 -7.131 0.080
H -1.134 0.960 1.350 0.110
H 0.498 4.562 1.142 0.129
H 0.678 4.499 3.632 0.117
H 3.690 -8.220 1.778 0.060
Cl -5.148 -4.660 5.040 0.500
O -1.133 5.874 -2.918 -0.279
C 2.683 4.555 -8.797 -0.110
H -3.396 -3.429 2.171 0.111
C 0.145 0.864 3.280 -0.198
C 4.587 5.687 -6.053 -0.143
C -1.270 -5.195 3.847 -0.140
O 0.962 5.453 -6.481 -0.284
H 0.028 -7.676 6.073 0.048
Br 3.353 -9.643 4.190 0.646
P 2.153 6.307 -6.892 0.720
C 2.846 -7.441 1.800 -0.035
H 0.562 -9.305 6.739 0.082
O -0.128 3.768 -2.519 -0.257
H 2.350 4.474 -9.834 0.094
H -2.725 -2.757 3.741 0.093
N -0.370 -4.160 1.539 0.105
H 1.685 2.246 4.116 0.109
H -1.164 -9.169 6.085 0.073
H -2.302 4.397 -6.107 0.081
C 2.382 2.941 0.178 -0.117
H 3.715 4.206 -8.736 0.086
C 1.786 -7.364 2.957 -0.115
O -2.916 4.894 -4.192 -0.268
C 0.662 3.525 1.603 -0.233
H 0.995 0.590 2.550 0.113
C 0.576 -5.234 1.713 -0.201
H -2.682 -1.535 1.040 0.120
```

***

# 3
Molecular formula: C30H57BBr2F4NO6
Method: DFT, ωB97M-V with the def2-TZVPD basis set

total charge: -1
total energy: -197446.7035 eV
Kohn-Sham gap: 8.06 eV
HOMO level: -5.7 eV
max |F|: 1.7 eV/A

The geometry in XYZ format:
```
101
Properties=species:S:1:pos:R:3:lowdin_charge:R:1
C -4.535 1.782 3.068 -0.163
H 4.173 1.086 -0.463 0.098
H 3.377 5.049 -1.819 0.110
O -5.143 0.811 1.010 -0.150
H -3.868 4.590 -3.607 0.101
H 3.444 -1.565 -3.014 0.102
H 1.022 -2.540 1.812 0.032
H -2.880 2.792 -4.682 0.116
C 2.633 -3.373 2.902 -0.686
C -3.576 0.655 2.741 -0.181
C -5.131 2.083 1.678 -0.189
C 1.149 -4.028 -2.411 -0.162
H -2.255 -5.985 1.450 0.102
Br 0.116 -2.953 4.171 0.631
C 1.273 3.172 5.176 -0.119
O -2.782 2.066 -2.773 -0.115
H 2.229 2.253 0.561 0.102
H 1.798 -2.299 -1.413 0.098
H 2.584 1.804 3.969 0.104
O 3.334 0.206 -2.021 -0.147
H 3.610 -0.164 -4.079 0.121
H -5.540 3.090 -1.672 0.101
H -2.900 2.331 -0.769 0.113
H 5.592 -1.511 -0.876 0.082
C -0.488 2.732 3.850 -0.135
H -3.600 -0.565 0.970 0.108
C -0.118 3.451 4.935 -0.122
H -2.330 -2.331 -0.066 0.101
H 2.276 -4.387 2.729 0.047
C 0.033 -2.641 -3.906 -0.220
C 5.355 -0.522 -2.817 -0.181
H 0.120 -2.029 -4.809 0.118
C -2.174 -5.526 -0.699 -0.210
H -4.485 2.800 1.169 0.107
H 5.985 -1.269 -3.307 0.107
C -4.511 3.395 -1.881 -0.159
O -2.323 -4.174 -1.069 -0.148
H 4.983 3.170 -0.153 0.093
H 2.099 -4.483 -2.127 0.106
C 4.131 0.064 -0.827 -0.168
C -4.367 3.643 -3.387 -0.176
C 3.333 4.049 0.956 -0.160
C -4.300 -0.131 1.684 -0.192
H -4.178 1.639 -4.244 0.117
O 2.271 3.447 -1.109 -0.117
H -1.772 -3.843 2.172 0.065
H -3.302 0.062 3.613 0.121
C 4.360 4.068 -0.169 -0.187
H 3.106 -3.366 3.881 0.052
H -0.603 -5.957 0.835 0.102
H 5.003 4.949 -0.154 0.103
H 6.333 0.099 -0.975 0.101
H -5.308 1.434 3.753 0.109
H 0.332 -4.724 -2.188 0.095
C -3.583 2.189 -1.607 -0.190
B -0.175 0.228 0.497 -1.284
C 2.163 3.315 0.301 -0.209
H -0.966 -3.100 -3.891 0.121
H -4.876 -0.929 2.171 0.116
C -3.540 2.457 -3.882 -0.229
H -2.662 1.037 2.277 0.096
H 1.906 3.630 5.917 0.076
H 1.731 -1.394 2.956 0.055
H 0.644 1.424 2.576 0.104
F -0.483 1.596 0.391 0.105
H -1.605 -6.117 -1.414 0.105
H 3.755 3.592 1.849 0.102
H -4.009 2.671 3.418 0.103
F -0.322 -0.136 1.856 0.074
H 1.203 3.720 0.621 0.118
C 5.496 -0.512 -1.307 -0.159
H -0.759 4.033 5.577 0.080
H -3.172 -5.989 -0.647 0.108
H 3.609 -0.650 -0.194 0.046
C -1.586 -5.494 0.736 -0.154
H 4.031 3.386 -2.177 0.109
H 5.733 0.447 -3.162 0.108
H 2.054 -3.139 -4.154 0.103
C 3.861 -0.553 -3.095 -0.200
C 1.458 -2.432 2.802 -0.662
F -1.082 -0.516 -0.297 0.100
N 0.585 2.013 3.390 0.050
C 1.647 2.290 4.202 -0.160
H 0.947 -4.517 -4.521 0.111
H -5.323 3.727 -3.913 0.099
F 1.123 -0.011 0.048 0.130
H -1.396 2.692 3.270 0.098
C -2.512 -3.390 0.114 -0.180
H -3.593 -3.455 0.317 0.122
C 1.133 -3.657 -3.873 -0.192
H -4.151 1.290 -1.351 0.111
H -0.577 -3.610 0.968 0.078
Br 3.910 -2.931 1.478 0.662
C 3.533 4.031 -1.453 -0.199
C 0.819 -2.678 -1.727 -0.181
H 0.232 -2.834 -0.825 0.091
O 0.195 -1.868 -2.726 -0.097
C -1.579 -4.025 1.118 -0.185
H -4.298 4.258 -1.253 0.100
H -6.155 2.422 1.838 0.112
H 3.051 5.081 1.183 0.108
```

***

# 4
Molecular formula: C4H8N2
Method: DFT, ωB97M-V with the def2-TZVPD basis set

total energy: -7253.2264 eV
Kohn-Sham gap: 10.24 eV
HOMO level: -9.8 eV
max |F|: 5.2 eV/A

The geometry in XYZ format:
```
14
Properties=species:S:1:pos:R:3:lowdin_charge:R:1
H -0.464 1.135 1.038 0.051
H 1.208 1.896 1.099 0.089
C 0.376 1.457 0.497 -0.065
H -1.625 -0.066 -0.518 0.090
C 0.166 -0.831 -0.648 -0.638
N 1.047 -1.681 -1.407 0.171
C 1.045 0.216 -0.064 -0.311
N 0.698 0.184 -1.529 0.184
H 0.140 2.195 -0.249 0.075
H 2.125 0.104 0.359 0.153
C -1.286 -1.097 -0.341 0.009
H -1.546 -1.901 -1.108 0.117
H -1.373 -1.412 0.611 0.033
H 2.036 -1.670 -1.210 0.043
```